# 1
Computed, not measured: 2 unconnected molecules or ions with the total composition C4H14N3 in a non-equilibrium geometry, with ωB97M-V/def2-TZVPD.

XYZ file:
```
21
C4H14N3 ωB97M-V/def2-TZVPD
C 0.3306 -1.1486 2.8520
C 1.2455 0.0581 2.6350
H 0.7294 -1.6754 3.7243
H -0.6933 -0.9064 3.1469
H 0.3093 -1.9669 2.1284
H 2.2715 -0.2765 2.6321
H 0.9777 0.6109 1.7349
H 1.0097 0.7637 3.4298
C -1.7011 0.1395 0.1693
C -0.0090 0.2941 -1.5539
N -0.3036 -0.0324 -0.3129
N -0.8880 0.0676 -2.5295
N 1.2101 0.7340 -1.8876
H 0.2912 -0.2128 0.4890
H -1.4759 -0.7373 -2.4691
H -0.9405 0.4840 -3.4367
H 1.9541 0.9222 -1.2293
H 1.5087 0.7126 -2.8517
H -1.6226 0.6655 1.1194
H -2.2021 -0.8190 0.2909
H -2.2861 0.7559 -0.5063
```

Summary:
E_LUMO: -3.04 eV
HOMO-LUMO gap: 11.76 eV
charge: +1
HOMO level: -14.799 eV

In elementary charge units, the Löwdin charges are:
1 C -0.175
2 C -0.146
3 H 0.074
4 H 0.069
5 H 0.067
6 H 0.076
7 H 0.028
8 H 0.083
9 C -0.022
10 C -0.446
11 N 0.062
12 N 0.206
13 N 0.217
14 H 0.091
15 H 0.133
16 H 0.134
17 H 0.137
18 H 0.133
19 H 0.093
20 H 0.096
21 H 0.091

# 2
Computed, not measured: 2 unconnected molecules or ions with the total composition C4H14N3 in a non-equilibrium geometry, with ωB97M-V/def2-TZVPD.

XYZ file:
```
21
C4H14N3 ωB97M-V/def2-TZVPD
C 1.4692 1.3844 -1.9955
C 0.1997 1.8504 -1.2948
H 1.4371 0.5119 -2.6715
H 1.5893 2.0705 -2.8263
H 2.3457 1.2729 -1.3614
H -0.3186 1.1579 -0.6254
H -0.6672 2.0846 -1.8957
H 0.4480 2.7380 -0.7041
C 1.0445 -0.1809 0.8770
C -1.0077 -1.3367 0.9998
N -1.9990 -2.0150 0.4181
N -0.0951 -0.7559 0.1873
N -1.0531 -1.0749 2.2954
H -2.0340 -2.2452 -0.5541
H -2.8290 -2.2812 0.9376
H -0.1199 -1.1225 -0.7462
H -0.6416 -0.3213 2.8105
H -1.7030 -1.5857 2.8658
H 1.7799 0.2027 0.1911
H 1.5579 -0.8985 1.5345
H 0.5968 0.5447 1.5578
```

Summary:
E_LUMO: -3.13 eV
HOMO-LUMO gap: 11.07 eV
charge: +1
HOMO level: -14.193 eV

In elementary charge units, the Löwdin charges are:
1 C -0.162
2 C -0.169
3 H 0.073
4 H 0.070
5 H 0.058
6 H 0.023
7 H 0.070
8 H 0.083
9 C -0.047
10 C -0.417
11 N 0.209
12 N 0.024
13 N 0.220
14 H 0.129
15 H 0.140
16 H 0.158
17 H 0.128
18 H 0.136
19 H 0.071
20 H 0.110
21 H 0.094

# 3
Computed, not measured: 2 unconnected molecules or ions with the total composition C4H14N3 in a non-equilibrium geometry, with ωB97M-V/def2-TZVPD.

XYZ file:
```
21
C4H14N3 ωB97M-V/def2-TZVPD
C 2.5767 -1.5331 -0.7950
C 1.6239 0.5286 0.0247
N 2.3336 -0.1455 -0.9582
N 0.9784 0.0005 1.1293
N 1.2994 1.8240 -0.3059
H 2.5675 0.2809 -1.9097
H 1.1555 -0.8488 1.6255
H 0.3060 0.5296 1.5578
H 1.5147 2.0010 -1.2933
H 1.3726 2.5829 0.3490
H 2.3981 -2.0010 -1.8413
H 1.7584 -2.1083 -0.2364
H 3.6457 -1.6593 -0.5754
C -3.0928 -0.3391 -0.2256
C -2.8299 0.5430 1.0301
H -3.8614 0.0824 -0.7702
H -2.1510 -0.4168 -0.6654
H -3.1229 -1.4572 -0.0308
H -2.1231 1.3159 0.6435
H -3.8742 0.9203 1.3809
H -2.4754 -0.1000 1.8664
```

Summary:
E_LUMO: -3.50 eV
HOMO-LUMO gap: 10.78 eV
charge: +1
HOMO level: -14.276 eV

In elementary charge units, the Löwdin charges are:
1 C -0.091
2 C -0.315
3 N -0.002
4 N 0.232
5 N 0.171
6 H 0.201
7 H 0.122
8 H 0.074
9 H 0.126
10 H 0.127
11 H 0.126
12 H 0.119
13 H 0.101
14 C -0.168
15 C -0.176
16 H 0.040
17 H 0.013
18 H 0.092
19 H 0.054
20 H 0.097
21 H 0.057

# 4
Computed, not measured: 2 unconnected molecules or ions with the total composition C4H14N3 in a non-equilibrium geometry, with ωB97M-V/def2-TZVPD.

XYZ file:
```
21
C4H14N3 ωB97M-V/def2-TZVPD
C 1.2372 1.8739 -1.7216
C -0.9067 0.7876 -1.0560
N 0.2057 0.8064 -1.7643
N -1.1081 1.6113 -0.0397
N -1.7983 -0.2096 -1.2066
H 0.2205 0.1749 -2.5443
H -0.5163 2.3692 0.2582
H -1.9651 1.5841 0.4753
H -1.6774 -1.0522 -1.7598
H -2.6337 -0.2213 -0.6373
H 1.9144 1.7592 -2.5568
H 1.6542 1.7479 -0.7277
H 0.8331 2.8843 -1.7604
C 0.5317 -2.3382 1.3516
C 0.6930 -1.2116 2.3773
H -0.5447 -2.4295 1.1405
H 1.0740 -2.0798 0.4503
H 0.6857 -3.3445 1.7375
H 1.2418 -0.3331 2.0519
H 1.1759 -1.4996 3.3155
H -0.3167 -0.8794 2.6164
```

Summary:
E_LUMO: -3.09 eV
HOMO-LUMO gap: 11.32 eV
charge: +1
HOMO level: -14.408 eV

In elementary charge units, the Löwdin charges are:
1 C -0.007
2 C -0.445
3 N 0.055
4 N 0.226
5 N 0.199
6 H 0.155
7 H 0.131
8 H 0.131
9 H 0.140
10 H 0.129
11 H 0.101
12 H 0.091
13 H 0.095
14 C -0.166
15 C -0.170
16 H 0.051
17 H 0.051
18 H 0.068
19 H 0.047
20 H 0.069
21 H 0.051

# 5
Computed, not measured: a gas-phase ion, C4H14N3 (charge +1) in a non-equilibrium geometry, with ωB97M-V/def2-TZVPD.

XYZ file:
```
21
C4H14N3 ωB97M-V/def2-TZVPD
C 1.6807 1.0096 -0.7151
N 0.8681 -0.1352 -0.2185
N 1.6822 -0.9024 0.7894
C -0.5033 0.0464 0.0810
C -1.1836 1.0684 -0.8085
C -0.8280 0.0209 1.5863
N -1.1271 -1.4420 -0.4557
H 2.6162 0.4926 -1.1313
H 1.0058 1.5079 -1.5414
H 1.9727 1.6518 0.1405
H 2.1606 -1.6211 0.3329
H 2.3957 -0.2868 1.1529
H -1.1388 0.7684 -1.9086
H -0.9886 2.1012 -0.5203
H -2.2896 0.7606 -0.7280
H -0.3618 0.9065 1.9979
H -1.9331 0.1943 1.6638
H -0.5069 -0.9088 2.0778
H -2.0623 -1.6104 -0.1866
H -0.5296 -2.1729 -0.1082
H -0.9293 -1.4488 -1.5001
```

Summary:
E_LUMO: -3.12 eV
SMILES: CN(N)C(C)(C)[NH3+]
HOMO-LUMO gap: 10.24 eV
charge: +1
HOMO level: -13.361 eV

In elementary charge units, the Löwdin charges are:
1 C -0.049
2 N -0.229
3 N 0.088
4 C -0.498
5 C -0.036
6 C -0.017
7 N 0.226
8 H 0.113
9 H 0.112
10 H 0.092
11 H 0.060
12 H 0.081
13 H 0.117
14 H 0.107
15 H 0.116
16 H 0.094
17 H 0.104
18 H 0.087
19 H 0.125
20 H 0.128
21 H 0.178

# 6
Computed, not measured: a gas-phase ion, C4H14N3 (charge +1) in a non-equilibrium geometry, with ωB97M-V/def2-TZVPD.

XYZ file:
```
21
C4H14N3 ωB97M-V/def2-TZVPD
N 2.3291 1.2801 1.3273
C 0.9296 1.2724 1.8151
C 0.2013 0.1650 1.0430
N 0.0162 0.4711 -0.3696
C 0.2358 -0.7079 -1.2107
C -1.0036 -1.5728 -1.2234
N -2.2448 -0.6831 -1.4269
H 2.9813 1.4062 2.1023
H 2.5558 2.1354 0.8254
H 0.9371 1.0475 2.8974
H 0.4670 2.2546 1.8181
H -0.7374 -0.1621 1.5263
H 0.9197 -0.6711 1.1516
H 0.6245 1.2157 -0.6816
H 0.4841 -0.3796 -2.2294
H 1.1084 -1.3358 -0.9057
H -1.0044 -2.3695 -1.9654
H -1.1875 -2.0550 -0.2411
H -2.5724 -0.3540 -0.5158
H -3.0393 -1.1592 -1.8503
H -2.0006 0.2021 -1.8868
```

Summary:
E_LUMO: -3.42 eV
SMILES: NCCNCC[NH3+]
HOMO-LUMO gap: 9.39 eV
charge: +1
HOMO level: -12.811 eV

In elementary charge units, the Löwdin charges are:
1 N -0.009
2 C -0.255
3 C -0.246
4 N -0.075
5 C -0.225
6 C -0.115
7 N 0.188
8 H 0.076
9 H 0.067
10 H 0.120
11 H 0.107
12 H 0.112
13 H 0.115
14 H 0.111
15 H 0.131
16 H 0.141
17 H 0.131
18 H 0.136
19 H 0.159
20 H 0.169
21 H 0.164

# 7
Computed, not measured: a molecular structure, C4H14N3 in a non-equilibrium geometry, with ωB97M-V/def2-TZVPD.

XYZ file:
```
21
C4H14N3 ωB97M-V/def2-TZVPD
C -2.7866 0.0441 0.1060
C 2.0572 -0.6840 0.6759
C -1.3836 0.3582 -0.4819
C -0.3960 -0.6198 0.1353
N 1.2731 -0.0973 -1.4172
N 0.8384 1.5191 0.5930
N 0.9612 -0.2206 -0.0970
H -3.5950 0.7183 -0.1828
H -3.1149 -0.9916 -0.1924
H -2.7079 0.0005 1.2612
H 2.8771 0.0275 0.4330
H 1.8443 -0.5569 1.7356
H 2.5048 -1.7314 0.5341
H -0.9684 1.3399 -0.2399
H -1.5898 0.2340 -1.6059
H -0.5908 -0.7215 1.2021
H -0.5124 -1.6339 -0.3074
H 0.5102 -0.1820 -1.9480
H 2.2452 -0.0591 -1.7653
H 0.9828 1.1647 1.4864
H 1.5511 2.0917 0.0752
```

Summary:
E_LUMO: -4.63 eV
HOMO-LUMO gap: 9.78 eV
charge: +1
HOMO level: -14.408 eV

In elementary charge units, the Löwdin charges are:
1 C -0.097
2 C -0.036
3 C -0.246
4 C -0.176
5 N 0.164
6 N 0.165
7 N -0.299
8 H 0.076
9 H 0.092
10 H 0.103
11 H 0.115
12 H 0.104
13 H 0.150
14 H 0.083
15 H 0.138
16 H 0.139
17 H 0.165
18 H 0.056
19 H 0.166
20 H 0.023
21 H 0.115

# 8
Computed, not measured: 2 unconnected molecules or ions with the total composition C4H14N3 in a non-equilibrium geometry, with ωB97M-V/def2-TZVPD.

XYZ file:
```
21
C4H14N3 ωB97M-V/def2-TZVPD
N 0.5054 1.3921 -2.8025
C -0.7960 1.1642 -2.3421
N -1.3335 0.1009 -1.8467
H 1.1037 0.6021 -3.0577
H 0.5197 2.0781 -3.5118
H -1.4562 2.0422 -2.5372
H -2.3252 0.3053 -1.7655
C 0.5816 -1.0155 0.8105
C -0.0731 -0.0947 1.7993
C 1.0050 0.6561 2.6143
N -0.4199 -1.6928 -0.0651
H 1.3281 -0.5154 0.1615
H 1.1271 -1.8644 1.2927
H -0.7083 -0.7145 2.4800
H -0.7572 0.6373 1.2441
H 1.5864 -0.0865 3.2055
H 1.6879 1.2436 1.9185
H 0.4429 1.2736 3.3128
H -1.2278 -2.0534 0.4420
H -0.7722 -0.9882 -0.7793
H -0.0184 -2.4704 -0.5734
```

Summary:
E_LUMO: -2.80 eV
HOMO-LUMO gap: 11.10 eV
charge: +1
HOMO level: -13.901 eV

In elementary charge units, the Löwdin charges are:
1 N 0.100
2 C -0.278
3 N 0.043
4 H 0.110
5 H 0.078
6 H 0.140
7 H 0.074
8 C -0.212
9 C -0.270
10 C -0.095
11 N 0.136
12 H 0.137
13 H 0.144
14 H 0.126
15 H 0.132
16 H 0.089
17 H 0.103
18 H 0.074
19 H 0.163
20 H 0.048
21 H 0.157

# 9
Computed, not measured: 2 unconnected molecules or ions with the total composition C4H14N3 in a non-equilibrium geometry, with ωB97M-V/def2-TZVPD.

XYZ file:
```
21
C4H14N3 ωB97M-V/def2-TZVPD
C 1.8016 0.8460 0.8643
C -0.2105 -0.3097 1.6218
N 0.3796 0.4590 0.6410
N 0.5081 -1.2631 2.1907
N -1.4367 -0.0429 2.0151
H -0.1279 1.2177 0.2031
H 1.1928 -1.8063 1.6786
H 0.1376 -1.7763 2.9826
H -1.9130 0.8149 1.7643
H -1.9662 -0.6946 2.5881
H 2.4656 0.3996 0.1252
H 2.1492 0.4948 1.8303
H 1.8850 1.9302 0.7950
C -1.1453 0.4579 -2.4087
C -0.0782 -0.5907 -2.4515
H -1.1079 1.2945 -3.1059
H -2.1725 0.0860 -2.4895
H -1.1191 0.8240 -1.3633
H 0.4667 -0.3777 -3.4100
H 0.8119 -0.3934 -1.7791
H -0.5210 -1.5698 -2.2922
```

Summary:
E_LUMO (alpha / beta): -6.99 / -14.29 eV
multiplicity: 2
HOMO-LUMO gap (alpha / beta): 12.85 / 4.48 eV
<S²>: 0.75
charge: +2
HOMO level (alpha / beta): -19.841 / -18.769 eV

In elementary charge units, the Löwdin charges are:
1 C 0.004
2 C -0.405
3 N 0.077
4 N 0.245
5 N 0.266
6 H 0.133
7 H 0.159
8 H 0.160
9 H 0.155
10 H 0.164
11 H 0.103
12 H 0.101
13 H 0.118
14 C -0.055
15 C 0.009
16 H 0.114
17 H 0.116
18 H 0.097
19 H 0.182
20 H 0.136
21 H 0.120

# 10
Computed, not measured: 2 unconnected molecules or ions with the total composition C4H14N3 in a non-equilibrium geometry, with ωB97M-V/def2-TZVPD.

XYZ file:
```
21
C4H14N3 ωB97M-V/def2-TZVPD
C -0.7083 1.2833 -0.7744
C 1.5155 1.2418 0.2960
N 0.5913 0.8263 -0.6513
N 1.1055 1.5510 1.4972
N 2.7996 1.2512 -0.0331
H 0.9711 0.3077 -1.4427
H 0.1991 1.3020 1.8764
H 1.7799 1.7728 2.2242
H 3.0605 1.0137 -0.9844
H 3.4426 1.8758 0.4491
H -1.0795 1.9580 -0.0124
H -1.4270 0.4188 -0.8643
H -0.8737 1.7682 -1.7569
C -0.7397 -2.3857 0.0009
C -2.1152 -1.7517 0.0021
H -0.2275 -2.2297 -0.9655
H -0.0723 -1.8705 0.7019
H -0.7716 -3.4619 0.1901
H -2.1036 -0.6851 0.2975
H -2.6670 -1.9996 -0.8988
H -2.6798 -2.1864 0.8486
```

Summary:
E_LUMO (alpha / beta): -8.21 / -13.81 eV
multiplicity: 2
HOMO-LUMO gap (alpha / beta): 10.82 / 4.83 eV
<S²>: 0.76
charge: +2
HOMO level (alpha / beta): -19.033 / -18.642 eV

In elementary charge units, the Löwdin charges are:
1 C 0.026
2 C -0.341
3 N 0.173
4 N 0.287
5 N 0.286
6 H 0.197
7 H 0.164
8 H 0.175
9 H 0.162
10 H 0.177
11 H 0.133
12 H 0.131
13 H 0.178
14 C -0.138
15 C -0.120
16 H 0.072
17 H 0.059
18 H 0.107
19 H 0.061
20 H 0.095
21 H 0.117

# 11
Computed, not measured: 2 unconnected molecules or ions with the total composition C4H14N3O in a non-equilibrium geometry, with ωB97M-V/def2-TZVPD.

XYZ file:
```
22
C4H14N3O ωB97M-V/def2-TZVPD
C 0.9122 -0.7606 -1.9083
C 1.8674 -0.2342 -0.8522
N 1.8863 1.2277 -0.9111
N 0.6417 -2.1888 -1.7511
H -0.0044 -0.1691 -1.8116
H 1.3195 -0.5739 -2.9070
H 1.5966 -0.5810 0.1639
H 2.9383 -0.5551 -0.9557
H 2.5012 1.5581 -0.1870
H 0.8830 1.5327 -0.6563
H -0.2894 -2.4285 -1.8612
H 1.1465 -2.7296 -2.4113
C -1.4013 0.3677 0.4621
O -0.8064 1.1621 -0.4690
C -1.4513 1.0979 1.8401
N -2.1259 0.2886 2.8940
H -2.4837 0.1739 0.2175
H -1.0425 -0.7397 0.5315
H -0.3774 1.3367 1.9349
H -1.9698 2.0659 1.8023
H -1.6327 -0.5985 3.0339
H -2.1081 0.7476 3.8017
```

Summary:
E_LUMO (alpha / beta): 0.98 / -2.16 eV
multiplicity: 2
HOMO-LUMO gap (alpha / beta): 10.09 / 6.85 eV
<S²>: 0.76
charge: 0
HOMO level (alpha / beta): -9.107 / -9.004 eV

In elementary charge units, the Löwdin charges are:
1 C -0.286
2 C -0.315
3 N -0.011
4 N 0.008
5 H 0.084
6 H 0.113
7 H 0.096
8 H 0.117
9 H 0.053
10 H 0.056
11 H 0.027
12 H 0.050
13 C -0.312
14 O -0.049
15 C -0.265
16 N -0.014
17 H 0.152
18 H 0.154
19 H 0.102
20 H 0.113
21 H 0.065
22 H 0.061